This record from the OMol25 dataset describes 13 unconnected molecules or ions with the total composition C60H110N4O26 in a non-equilibrium geometry. The level of theory is ωB97M-V/def2-TZVPD.

Geometry as XYZ:
```
200
Properties=species:S:1:pos:R:3:forces:R:3
C 2.3810 1.3923 4.9582 -0.5 -0.1 0.4
C 1.3258 1.1076 4.0975 1.2 0.2 0.2
C 0.2421 1.9661 4.0365 -0.1 -0.6 -0.4
C 0.1476 2.9742 4.9803 -0.4 -0.2 0.0
C 1.0977 3.1474 5.9616 0.3 0.8 0.0
C 2.2488 2.4049 5.9082 0.9 -0.6 -0.4
N -1.0524 3.8287 5.0656 -0.4 -0.4 -0.5
O -1.7789 3.9097 4.0866 0.4 0.0 0.2
O -1.2824 4.3550 6.1295 0.0 0.3 0.2
H 3.2637 0.7675 4.9023 0.1 0.1 0.2
H 1.4704 0.2412 3.4621 -0.5 0.2 -0.4
H -0.4417 1.7499 3.2275 -0.5 0.4 0.2
H 0.9985 3.9530 6.6752 -0.2 -0.1 0.1
H 3.0823 2.6128 6.5651 -0.1 0.0 0.2
C -5.3957 0.8727 5.1083 -0.1 0.0 -0.3
C -4.0214 0.6716 5.0296 0.0 0.6 -0.3
C -3.4826 -0.5819 4.7869 0.2 0.9 0.2
C -4.3562 -1.6222 4.6219 -0.3 -0.6 0.2
C -5.7278 -1.4803 4.7472 0.3 0.3 -0.5
C -6.2450 -0.1969 4.9021 -0.3 -1.2 0.8
N -3.8231 -2.9586 4.3313 0.0 -0.2 0.2
O -2.6334 -3.0654 4.1109 0.1 0.1 -0.1
O -4.6084 -3.8833 4.3342 -0.1 -0.2 -0.1
H -5.8180 1.8419 5.3378 0.2 0.1 -0.2
H -3.3614 1.5321 5.0458 0.0 -0.1 0.4
H -2.4077 -0.6840 4.7931 0.0 -0.3 -0.3
H -6.3571 -2.3559 4.7030 -0.1 0.0 -0.1
H -7.3241 -0.1715 4.9999 0.0 0.6 -0.1
C -3.8024 -5.9403 -2.9834 0.8 -0.2 -1.6
C -3.4394 -4.8552 -2.2098 0.0 -0.7 0.7
C -2.4267 -5.0255 -1.2674 -0.7 1.2 0.1
C -1.7104 -6.1961 -1.1895 -0.5 0.8 -0.2
C -1.9199 -7.1796 -2.1266 0.0 -0.9 0.4
C -2.9977 -7.0860 -2.9899 0.2 0.2 0.4
N -0.7282 -6.3610 -0.1209 0.6 -0.1 -0.3
O -0.6573 -5.5062 0.7348 -0.1 0.1 0.0
O -0.0194 -7.3463 -0.1836 0.0 -0.1 0.1
H -4.4869 -5.8347 -3.8201 -0.5 0.0 0.5
H -3.9756 -3.9167 -2.2311 0.0 0.0 -0.2
H -2.2539 -4.1528 -0.6490 0.4 -0.4 0.4
H -1.2746 -8.0473 -2.0935 -0.1 -0.1 -0.1
H -3.1716 -7.9318 -3.6399 -0.2 0.2 -0.2
C -5.0500 -0.9442 0.2324 -0.2 0.5 0.3
C -4.5738 -2.2284 0.4189 0.0 0.0 -0.4
C -5.3728 -3.1885 1.0203 0.6 -0.4 0.0
C -6.6208 -2.8553 1.5074 0.3 0.6 -0.5
C -7.1031 -1.5632 1.3370 -0.6 0.2 -0.5
C -6.3204 -0.6230 0.6887 0.5 0.1 0.4
N -7.4276 -3.8828 2.1551 0.0 -0.4 -0.2
O -7.0952 -5.0435 2.0047 0.0 0.2 0.1
O -8.3913 -3.5155 2.7896 -0.3 0.2 0.3
H -4.4956 -0.1296 -0.2199 0.3 -0.3 -0.2
H -3.6015 -2.5224 0.0400 0.0 0.1 0.1
H -4.9778 -4.1926 1.0913 -0.2 -0.1 0.3
H -8.1198 -1.2569 1.5449 0.0 -0.4 0.6
H -6.6118 0.4188 0.6344 -0.4 -0.1 -0.2
C -1.3564 -1.8177 -3.0426 -0.2 -0.8 0.1
O -0.2024 -2.3996 -3.6013 0.5 0.8 0.0
C -0.1759 -3.7792 -3.5800 -0.6 -1.1 0.8
C 1.0625 -4.2663 -4.3011 0.0 0.0 -1.4
O 2.1514 -3.4218 -4.0320 0.2 -0.2 0.7
C 3.0172 -3.1118 -5.0950 -1.3 0.2 -1.0
H -1.1193 -0.8064 -2.7286 -0.1 0.1 -0.2
H -1.6771 -2.4073 -2.1698 0.0 0.2 0.1
H -2.1710 -1.8528 -3.7721 -0.1 0.3 0.1
H -1.1171 -4.1945 -3.9863 0.3 -0.1 -0.5
H -0.2079 -4.2191 -2.5649 0.3 0.6 0.2
H 0.8415 -4.2618 -5.3814 0.1 0.2 0.1
H 1.3166 -5.3112 -4.0802 -0.2 0.0 0.3
H 2.7446 -3.6847 -5.9920 0.4 -0.4 0.2
H 4.0563 -3.2657 -4.8280 0.1 0.1 0.1
H 2.7767 -2.0897 -5.4194 0.6 0.2 0.3
C -3.1019 2.1608 1.6293 0.2 -2.0 -0.2
O -4.3634 2.7028 1.3619 0.6 0.3 -0.3
C -4.3139 4.1064 1.4383 -1.2 0.6 0.2
C -5.5960 4.7061 0.8115 -0.6 0.3 0.9
O -6.6806 3.8135 0.6454 0.3 0.0 -0.4
C -7.1374 3.2310 1.8503 -0.3 -0.3 -0.4
H -3.2687 1.0813 1.7474 0.0 0.0 0.1
H -2.5856 2.4655 2.5388 -0.3 0.6 0.0
H -2.4298 2.2199 0.7694 0.2 0.5 0.0
H -3.4635 4.5676 0.9285 0.3 -0.4 0.2
H -4.2989 4.3852 2.4959 0.4 0.1 0.0
H -5.3985 5.2135 -0.1317 -0.1 -0.5 -0.3
H -5.9737 5.4885 1.4901 0.4 0.1 0.0
H -7.1371 3.9328 2.6907 0.1 0.1 0.0
H -6.5429 2.3491 2.0899 0.1 0.1 0.2
H -8.1614 2.9104 1.6515 0.0 0.1 0.1
C -2.1706 0.3671 -6.1287 -0.2 -0.4 0.0
O -2.8753 0.4656 -4.9236 0.7 -0.5 0.7
C -3.8727 1.4174 -4.9269 -1.4 0.7 -0.3
C -4.7825 1.1325 -3.7490 0.3 -0.3 0.2
O -4.0690 0.9888 -2.5487 -0.1 -0.4 0.3
C -3.6490 2.1648 -1.9130 0.2 0.3 -0.1
H -1.9068 1.3800 -6.4386 0.1 -0.2 -0.7
H -2.7841 -0.2183 -6.8230 0.0 0.6 -0.5
H -1.2758 -0.2401 -5.9872 0.1 0.2 0.3
H -4.5258 1.3450 -5.8167 0.2 -0.1 -0.1
H -3.5224 2.4617 -4.9353 0.4 -0.2 0.2
H -5.2118 0.1443 -3.9230 -0.2 0.1 0.0
H -5.5805 1.8761 -3.6428 0.0 0.0 -0.2
H -3.0673 1.8236 -1.0661 0.1 0.1 0.2
H -4.4828 2.7779 -1.5500 -0.1 -0.1 0.0
H -2.9934 2.7796 -2.5451 -0.1 -0.1 0.0
C 1.0952 3.3539 -2.7848 0.5 0.8 0.3
O 0.3184 2.3438 -3.3656 -0.1 0.2 0.1
C 0.8049 1.8856 -4.5980 -0.6 -0.2 -0.9
C 1.8832 0.8475 -4.5292 0.3 -0.9 0.8
O 3.0482 1.3340 -3.8700 -0.2 0.2 -0.5
C 4.1569 0.4906 -4.0867 0.1 -0.6 0.9
H 0.5226 3.9263 -2.0507 -0.3 -0.3 0.0
H 1.4273 4.0893 -3.5294 0.0 -0.2 -0.1
H 1.9817 2.9641 -2.2828 0.1 -0.1 -0.1
H 1.1091 2.6689 -5.3100 0.1 0.4 0.6
H -0.0732 1.4509 -5.0819 0.2 -0.3 0.1
H 2.1405 0.5007 -5.5408 -0.1 0.2 -0.1
H 1.5330 -0.0420 -3.9770 -0.1 0.1 -0.1
H 4.1682 0.1114 -5.1113 0.4 0.4 -0.2
H 4.1661 -0.4046 -3.4442 -0.6 0.0 -0.1
H 5.0530 1.0016 -3.7357 0.1 0.3 -0.6
C -0.4308 5.5041 0.4721 0.2 -1.1 -0.8
O -1.5301 6.1367 1.0498 0.4 0.7 0.4
C -2.2689 6.9377 0.1504 -0.4 -0.7 0.4
C -3.4921 7.4658 0.9081 -1.9 -0.4 0.3
O -3.4696 7.2303 2.3029 -0.3 0.9 -0.5
C -2.8803 8.2980 3.0018 1.6 -0.5 0.3
H 0.2678 5.1616 1.2350 -0.1 0.3 0.2
H 0.1032 6.0933 -0.2846 0.0 0.3 0.3
H -0.7345 4.5746 -0.0554 -0.1 0.3 0.1
H -2.6271 6.2376 -0.6186 0.1 0.6 -0.5
H -1.6878 7.7686 -0.2593 0.2 -0.2 -0.2
H -4.4331 6.9911 0.6036 0.5 -0.6 -0.3
H -3.8051 8.4905 0.6612 1.0 0.3 0.2
H -3.1225 8.1713 4.0540 -0.4 0.4 0.0
H -3.0928 9.2807 2.5765 -0.6 0.0 0.2
H -1.7798 8.2085 2.9559 -0.1 0.0 -0.1
C 5.5085 -0.5317 -0.9780 -0.8 0.2 1.0
O 6.4388 -1.0430 -1.8822 0.0 0.2 -0.9
C 7.7006 -1.3186 -1.3246 -0.1 -1.0 1.2
C 8.2862 -0.1158 -0.6074 -0.4 0.7 -1.3
O 9.6596 -0.2659 -0.4612 0.4 -0.5 0.2
C 10.2593 0.8594 0.1234 -0.7 0.5 0.1
H 5.7489 0.4502 -0.5583 0.3 -0.1 -0.1
H 5.3204 -1.2104 -0.1285 0.3 -0.1 -0.1
H 4.5330 -0.3961 -1.4420 0.1 -0.2 -0.4
H 8.3841 -1.6826 -2.0895 -0.1 0.4 -0.3
H 7.5845 -2.1889 -0.6530 0.2 0.3 0.2
H 7.7794 0.1482 0.3256 0.1 -0.2 0.2
H 8.1032 0.7103 -1.3234 -0.1 0.2 0.3
H 11.3244 0.8006 -0.0648 0.1 0.1 0.2
H 10.0165 0.9388 1.1921 0.3 -0.2 0.0
H 9.8365 1.7790 -0.3126 0.3 -0.1 -0.2
C 2.9335 -5.4132 -1.7637 0.2 -0.5 0.5
O 3.5850 -5.4885 -0.5076 -0.3 0.0 -0.2
C 4.5120 -4.4474 -0.3107 0.5 -0.2 0.9
C 5.9255 -4.7664 -0.7451 0.1 0.4 -2.0
O 6.6367 -5.7434 -0.0428 -0.3 0.4 0.5
C 6.0329 -7.0187 -0.0263 0.5 -0.7 0.2
H 2.4536 -4.4392 -1.8618 0.1 0.0 -0.4
H 2.1828 -6.2042 -1.7674 0.0 0.0 0.0
H 3.6514 -5.6231 -2.5645 -0.2 0.3 -0.2
H 4.5401 -4.2960 0.7760 -0.1 0.2 -0.1
H 4.1944 -3.5167 -0.7976 0.0 -0.1 0.0
H 6.4913 -3.8289 -0.8003 0.1 -0.2 0.8
H 5.9347 -5.0024 -1.8334 -0.3 -0.4 0.2
H 5.1022 -7.0928 0.5350 -0.1 0.4 -0.1
H 6.7512 -7.6708 0.4785 0.0 0.0 -0.1
H 5.8790 -7.4133 -1.0382 -0.1 0.2 0.0
C 2.4516 -1.8643 0.6191 0.6 -1.2 -0.7
O 1.4686 -1.9432 1.6160 0.0 1.0 -0.8
C 0.1943 -2.0132 0.9739 0.3 -1.1 0.2
C -0.7065 -0.8920 1.4178 -0.9 -0.4 0.4
O -0.1034 0.3779 1.2786 -0.5 0.0 0.2
C 0.0129 0.7522 -0.0679 1.4 0.2 -0.7
H 2.3558 -2.7331 -0.0598 0.1 0.0 0.3
H 3.4363 -1.9524 1.0748 0.0 0.3 0.1
H 2.3978 -1.0288 -0.0907 -0.1 0.4 0.6
H -0.1166 -3.0383 1.2120 -0.9 0.4 0.1
H 0.2839 -2.0155 -0.1185 0.3 0.3 0.0
H -1.0569 -1.0525 2.4427 0.6 0.3 0.2
H -1.6598 -0.9142 0.8652 0.2 -0.1 -0.3
H 0.2900 1.8064 -0.1463 -0.5 0.1 0.3
H -0.8485 0.5213 -0.6970 -0.3 0.1 0.2
H 0.8877 0.2729 -0.5376 -0.3 -0.2 0.0
C 3.5058 2.1065 0.4622 -0.2 0.0 0.8
O 4.8792 2.4004 0.5812 0.5 0.2 -0.5
C 5.3289 3.0101 1.7666 -1.1 0.3 0.6
C 6.5579 2.3221 2.2940 0.9 0.0 -0.4
O 6.9278 2.9456 3.5102 -0.3 0.0 0.1
C 7.0814 2.0635 4.6019 -0.1 -0.2 -0.6
H 3.2465 2.0995 -0.5928 0.1 -0.3 -0.1
H 2.8524 2.8354 0.9636 0.3 0.2 -0.1
H 3.3055 1.1465 0.9578 -0.2 -0.1 -0.3
H 4.5599 2.9626 2.5556 0.0 -0.3 -0.1
H 5.4702 4.0904 1.6436 0.3 -0.1 -0.3
H 7.4157 2.4135 1.6135 -0.2 0.1 -0.2
H 6.3780 1.2392 2.3518 -0.2 0.1 0.5
H 6.2187 1.3943 4.6590 -0.1 -0.1 0.2
H 7.1395 2.6679 5.5007 0.2 -0.1 0.1
H 7.9720 1.4458 4.4495 0.1 0.0 0.3
```
Forces are in eV/Å.

Computed properties:
2S+1: 1
E_HOMO (eV): -9.098
Relative energy (zero: lowest compared OMol25 entry of this formula, charge and spin) (eV): 0.0000
Molecular weight (g mol⁻¹): 1303.54
Strongest force on any atom (hartree/bohr): 0.040